Density functional theory data (ωB97M-V/def2-TZVPD) for a structure of composition C47H30BrCl5O4PdS2.

Each line ends with the Mulliken charge.
Cartesian coordinates (Å):
Pd  1.093  1.198  -1.816  0.24
C  -3.118  3.898  5.565  -1.49
C  -2.393  3.144  4.490  0.90
C  -2.806  3.238  3.156  -0.98
C  -2.138  2.566  2.153  -0.41
C  -1.030  1.789  2.484  0.43
C  -0.594  1.690  3.797  -0.29
C  -1.284  2.362  4.794  -0.98
S  -0.107  0.875  1.295  0.90
O  0.114  1.852  0.130  -0.47
C  -1.311  -0.259  0.620  1.20
C  -2.288  0.221  -0.287  -1.06
C  -3.182  -0.656  -0.820  -1.35
C  -3.142  -2.037  -0.488  0.72
C  -4.071  -2.951  -1.038  -1.17
C  -3.997  -4.281  -0.736  -0.64
C  -2.986  -4.760  0.124  -1.00
C  -2.075  -3.902  0.670  -0.86
C  -2.138  -2.515  0.386  0.95
C  -1.201  -1.587  0.931  0.29
C  -0.051  -2.064  1.743  -0.35
C  -0.206  -2.387  3.120  0.62
C  -1.466  -2.305  3.766  -0.81
C  -1.580  -2.609  5.092  -0.97
C  -0.447  -3.005  5.836  -0.63
C  0.779  -3.083  5.240  -1.02
C  0.932  -2.769  3.869  0.70
C  2.204  -2.817  3.241  -1.45
C  2.348  -2.504  1.925  -0.73
C  1.202  -2.134  1.179  1.46
S  1.337  -1.648  -0.516  0.98
O  1.967  -0.210  -0.473  -0.91
C  2.621  -2.680  -1.146  0.66
C  3.958  -2.324  -1.023  -0.77
C  4.925  -3.179  -1.524  -0.95
C  4.574  -4.383  -2.137  0.89
C  5.624  -5.304  -2.684  -1.52
C  3.223  -4.708  -2.247  -0.86
C  2.239  -3.862  -1.765  -0.59
H  -4.128  4.158  5.253  0.38
H  -2.592  4.825  5.798  0.30
H  -3.181  3.317  6.484  0.40
H  -3.667  3.847  2.912  0.42
H  -2.467  2.657  1.128  0.28
H  0.275  1.089  4.038  0.52
H  -0.950  2.282  5.820  0.43
H  -2.288  1.265  -0.564  0.49
H  -3.939  -0.309  -1.512  0.47
H  -4.843  -2.576  -1.698  0.48
H  -4.714  -4.974  -1.155  0.43
H  -2.940  -5.816  0.354  0.47
H  -1.308  -4.277  1.336  0.57
H  -2.337  -2.001  3.200  0.56
H  -2.542  -2.547  5.581  0.47
H  -0.556  -3.247  6.884  0.44
H  1.651  -3.383  5.807  0.47
H  3.065  -3.107  3.830  0.45
H  3.318  -2.550  1.453  0.49
H  4.235  -1.394  -0.541  0.72
H  5.970  -2.915  -1.428  0.38
H  6.613  -5.044  -2.312  0.37
H  5.650  -5.251  -3.774  0.31
H  5.418  -6.338  -2.413  0.39
H  2.937  -5.638  -2.723  0.42
H  1.193  -4.125  -1.864  0.59
Cl  3.439  0.221  -3.038  -0.15
C  2.582  0.999  -4.321  1.47
C  1.312  1.405  -4.048  -1.18
C  0.626  2.045  -5.120  0.88
Cl  -1.007  2.379  -5.014  -0.02
C  1.276  2.351  -6.371  -0.08
Cl  0.433  3.187  -7.579  -0.10
C  2.565  1.926  -6.591  0.38
Cl  3.351  2.219  -8.064  -0.11
C  3.239  1.208  -5.563  -0.04
Cl  4.795  0.653  -5.803  -0.06
Br  -4.596  6.112  -1.738  -0.15
C  -2.714  6.051  -1.763  -0.40
C  -1.977  7.226  -1.680  -0.31
C  -0.590  7.179  -1.690  -0.75
C  0.069  5.964  -1.780  -0.46
C  -0.682  4.796  -1.867  0.22
C  -2.074  4.830  -1.860  -0.24
C  -0.018  3.496  -1.960  1.91
O  1.244  3.362  -1.841  -0.83
O  -0.665  2.425  -2.182  -0.33
H  -2.490  8.176  -1.605  0.45
H  -0.028  8.101  -1.622  0.44
H  1.150  5.917  -1.776  0.48
H  -2.643  3.913  -1.925  0.54

Values from the calculation:
E_HOMO (spin up / spin down) = -12.8 / -12.8 eV
LUMO energy (spin up / spin down) = -5.7301 / -9.2127 eV
2S+1 = 5
Energy = -215202.1407 eV
Energy relative to the best compared isomer or geometry (same formula, charge and spin) = 75.1 kJ/mol
<S²> = 6.03
HOMO-LUMO gap (spin up / spin down) = 7.095 / 3.611 eV
Charge = +2
Molecular weight = 1086.476 g mol⁻¹